DFT (ωB97M-V with the def2-TZVPD basis set) results for 10 unconnected molecules or ions with the total composition C15H48NO12.

## Properties
HOMO level: -6.12 eV
Electronic energy: -42391.3172 eV
HOMO-LUMO gap: 8.624 eV
Net charge: -1

Last column: Löwdin charge in e.
Geometry (Å):
N1 -0.152619 0.052792 0.697858  -0.614
O1 -0.571990 0.624868 1.624855  0.007
O2 1.057208 -0.225630 0.560733  -0.060
O3 -0.868742 -0.222533 -0.275170  -0.008
O4 4.250698 0.552834 0.179243  -0.059
H1 4.513610 0.684144 1.090206  -0.003
H2 3.357234 0.213757 0.233813  -0.009
O5 2.155320 1.961862 2.708703  -0.053
H3 2.591529 1.221294 3.130015  -0.031
H4 1.599528 1.563591 2.038836  -0.007
O6 -0.989113 3.349119 1.339139  -0.058
H5 -0.846101 2.488023 1.731937  -0.016
H6 -0.879601 3.205303 0.399159  0.008
O7 -4.403693 -0.305415 -0.179536  -0.062
H7 -3.612219 -0.422735 0.345860  -0.004
H8 -4.214972 0.453416 -0.731606  0.018
C1 -3.055044 -0.635869 4.990737  -0.076
C2 -3.936282 -0.089246 3.947987  -0.482
C3 -4.234505 1.379865 4.025384  -0.061
O8 -3.360783 -0.281829 2.606558  -0.068
H9 -2.628791 -1.627265 4.837305  0.086
H10 -3.662598 -0.704051 5.893144  0.076
H11 -2.257229 0.065114 5.236073  0.083
H12 -4.854930 -0.668707 4.039712  0.134
H13 -4.899438 1.605046 3.191558  0.089
H14 -3.350169 2.016533 3.998862  0.087
H15 -4.749505 1.627834 4.953497  0.077
H16 -2.745163 0.449353 2.517184  0.050
C4 2.762575 -3.972639 -2.247969  -0.070
C5 2.878382 -2.705845 -1.488630  -0.547
C6 3.088989 -1.416746 -2.311164  -0.024
O9 1.712848 -2.564490 -0.797894  -0.050
H17 1.819170 -4.116148 -2.774752  0.087
H18 3.036813 -4.807869 -1.603547  0.075
H19 3.489042 -4.024901 -3.058895  0.067
H20 3.599997 -2.897256 -0.694441  0.130
H21 2.198018 -1.096715 -2.851386  0.081
H22 3.882610 -1.605294 -3.034164  0.070
H23 3.412796 -0.620882 -1.640452  0.048
H24 1.694465 -1.692383 -0.397032  0.028
C7 -2.710582 -0.114752 -3.700969  -0.059
C8 -3.867735 -1.028548 -4.050595  -0.514
C9 -4.531239 -0.736096 -5.390764  -0.059
O10 -3.275708 -2.271812 -4.110849  -0.041
H25 -1.844499 -0.160340 -4.361213  0.087
H26 -2.295046 -0.265420 -2.704607  0.073
H27 -3.008697 0.933674 -3.706638  0.066
H28 -4.569010 -1.046099 -3.216328  0.131
H29 -5.376139 -1.392560 -5.598889  0.066
H30 -3.912345 -0.943786 -6.263651  0.081
H31 -4.911697 0.285269 -5.377588  0.077
H32 -3.887208 -2.869120 -4.547754  0.083
C10 3.865768 -0.024176 5.366398  -0.056
C11 4.040752 -0.631359 4.037176  -0.489
C12 2.812564 -1.312705 3.498142  -0.044
O11 4.413380 0.425220 3.112984  -0.080
H33 3.003949 0.637290 5.277918  0.091
H34 4.692272 0.638154 5.623921  0.080
H35 3.768609 -0.695690 6.219472  0.088
H36 4.778218 -1.429868 3.955746  0.134
H37 2.828534 -1.488983 2.422616  0.084
H38 1.953575 -0.645253 3.567048  0.076
H39 2.580487 -2.210442 4.071130  0.091
H40 5.276281 0.715214 3.417781  0.099
C13 0.835153 1.929931 -2.171864  -0.048
C14 0.285956 2.753757 -3.323477  -0.509
C15 1.199547 2.738060 -4.599949  -0.033
O12 -1.001378 2.352377 -3.580952  -0.050
H41 0.697691 0.875715 -2.412339  0.080
H42 0.503009 2.111853 -1.149762  0.062
H43 1.910301 2.020886 -2.017336  0.081
H44 0.270434 3.803623 -3.030818  0.120
H45 0.932841 3.560207 -5.264047  0.066
H46 0.900453 1.826492 -5.117330  0.071
H47 2.259874 2.672414 -4.356000  0.073
H48 -1.445712 2.176573 -2.748333  0.082

Forces on the atoms, in the same order (eV/Å):
1.17 -2.17 -5.90
-1.62 2.41 5.12
1.74 0.06 1.15
-1.18 -0.21 -0.20
0.44 0.01 -0.55
-0.17 -0.01 0.42
-0.49 0.06 0.19
-0.13 0.60 0.32
0.23 0.07 -0.21
-0.32 -0.28 -0.27
-0.22 0.82 0.06
0.14 -0.49 0.03
0.02 -0.11 -0.16
-0.55 -0.04 -0.32
0.36 -0.10 0.34
0.14 0.12 -0.13
0.79 0.21 1.76
0.36 -0.27 -2.27
-0.75 0.23 0.67
-0.73 -0.43 1.25
-0.16 0.11 -0.49
0.02 -0.06 0.34
0.32 -0.07 -0.10
-0.26 0.07 -0.76
0.11 0.26 0.03
0.19 -0.16 -0.23
-0.15 0.05 0.12
0.48 -0.02 -0.36
0.87 -1.03 -1.43
0.09 0.85 -0.24
1.03 -0.77 0.16
-2.27 -0.27 1.09
-0.31 0.07 0.52
-0.58 -0.20 0.02
0.39 0.17 -0.06
1.25 0.53 -0.42
-0.16 -0.31 0.16
0.17 0.28 -0.13
-0.02 0.05 -0.22
-0.61 0.43 0.35
0.07 1.29 0.27
0.73 0.65 -0.19
-0.56 0.29 0.13
0.63 -2.27 -0.23
-0.30 -0.33 -0.37
-0.26 -0.51 0.15
-0.27 0.09 -0.17
-0.47 0.43 -0.04
-0.39 -0.12 0.50
0.64 0.49 0.26
0.04 0.07 -0.37
0.02 -0.26 0.09
-0.03 0.87 1.16
0.44 -1.09 -1.82
-1.18 0.75 -0.20
0.19 -0.68 0.41
-0.23 -0.05 0.39
0.28 -0.02 -0.09
-0.30 -0.25 -0.25
0.70 0.22 0.49
0.53 -0.44 0.07
-0.28 0.03 0.35
0.08 -0.06 -0.16
0.10 0.33 -0.09
1.36 -0.71 -0.08
2.31 1.35 0.94
-1.65 -1.08 0.63
-1.43 -0.32 -1.24
-0.26 -0.13 0.23
-0.86 0.19 -0.24
0.27 0.29 -0.43
0.00 0.38 0.31
0.29 0.12 0.12
0.30 -0.20 -0.26
-0.16 0.31 0.02
0.04 -0.11 0.09

DFT (ωB97M-V with the def2-TZVPD basis set) results for a molecular structure, C15H4AuBBr2Cl5F4NO.

## Properties
HOMO level: -9.02 eV
Electronic energy: -237098.6297 eV
HOMO-LUMO gap: 7.566 eV

Last column: Löwdin charge in e.
Geometry (Å):
Au1 0.078041 -0.562557 0.841665  1.380
Cl1 -0.973730 -3.402496 -0.293756  0.745
C1 0.363022 -2.727444 -1.147099  -0.682
C2 0.862543 -1.498710 -0.748550  -0.327
C3 1.895914 -0.909709 -1.451590  -0.691
Cl2 2.533018 0.599132 -0.906908  0.705
C4 2.446632 -1.545120 -2.561236  -0.701
Cl3 3.728263 -0.810227 -3.432931  0.702
C5 1.952471 -2.789257 -2.952804  -0.696
Cl4 2.628875 -3.587687 -4.311506  0.704
C6 0.909288 -3.386161 -2.245273  -0.700
Cl5 0.291697 -4.910673 -2.728534  0.708
Br1 -1.745963 2.951263 -2.206543  0.831
C7 -1.775432 2.872033 -0.332073  -0.606
C8 -2.341244 3.933882 0.399776  -0.152
C9 -2.387514 3.905118 1.762771  -0.622
Br2 -3.156706 5.357742 2.694149  0.801
C10 -1.861937 2.800907 2.476943  -0.179
C11 -1.860136 2.646080 3.882020  -0.001
C12 -1.333014 1.520816 4.450716  -0.006
C13 -0.779614 0.521816 3.633256  -0.054
N1 -0.761605 0.653190 2.327196  -0.014
C14 -1.294969 1.758633 1.724028  -0.139
C15 -1.250036 1.774289 0.305076  -0.369
O1 -0.729482 0.743144 -0.370183  -0.231
H1 -2.743286 4.779401 -0.140223  0.101
H2 -2.281073 3.429256 4.497601  0.089
H3 -1.326545 1.382643 5.521688  0.119
H4 -0.352092 -0.382203 4.047925  0.108
F1 0.787488 -2.313671 4.358288  0.172
B1 0.237806 -2.756990 3.189497  -1.179
F2 0.532240 -4.021435 2.833323  0.202
F3 -1.072935 -2.372228 3.026346  0.131
F4 0.994021 -1.839146 2.089370  -0.147

Forces on the atoms, in the same order (eV/Å):
-0.04 0.13 -0.10
0.05 -0.01 0.04
-0.05 0.10 -0.05
-0.11 -0.13 0.10
0.10 -0.04 0.05
0.03 0.05 -0.04
0.00 -0.03 -0.03
0.01 0.01 0.00
-0.01 0.02 0.03
0.01 -0.01 -0.02
-0.01 0.00 0.00
0.00 -0.01 -0.02
0.00 0.00 -0.02
0.00 0.00 0.03
0.00 0.01 -0.03
0.01 0.00 0.03
0.00 0.00 0.00
-0.01 -0.02 -0.01
0.01 0.00 0.00
0.00 0.02 -0.01
0.04 0.03 0.04
-0.02 0.01 -0.01
-0.06 0.00 -0.02
-0.02 0.01 0.04
-0.03 0.00 0.07
0.00 0.00 0.00
-0.01 0.00 0.00
-0.01 0.00 0.00
0.00 0.09 0.00
-0.04 -0.01 0.00
0.02 0.05 0.00
-0.02 0.02 -0.01
-0.04 -0.09 -0.05
0.19 -0.20 -0.01

What is the electronic energy in the second record?
-237098.6297 eV